[1]
Computed, not measured: C22H23AsF6N5O7S2Ta as an isolated structure, with ωB97M-V with the def2-TZVPD basis set.

Results
- <S²> = 0.773
- charge = +1
- multiplicity = 2
- HOMO level (alpha / beta) (eV) = -11.710 / -11.709
- LUMO level (alpha / beta) (eV) = -4.543 / -6.233

Positions of all 67 atoms, in Å:
Ta: -0.915470 1.512888 0.256375
C: -0.574223 2.018289 -4.305657
C: -0.315072 1.819962 -2.866682
N: -1.047342 2.315383 -1.900219
N: -1.881226 3.297601 -2.212664
C: -1.952540 4.175227 -1.151854
N: -2.911644 5.068781 -1.221568
S: -0.749711 4.158877 0.042469
C: 0.887376 1.156202 -2.359588
C: 1.815374 0.581149 -3.197523
C: 2.971478 0.029949 -2.652443
C: 3.137695 0.071597 -1.288475
C: 2.141132 0.646482 -0.500324
N: 1.050124 1.203313 -1.009115
H: -1.388355 2.715437 -4.469598
H: -0.857656 1.038007 -4.701762
H: 0.318694 2.359500 -4.828120
H: -3.584796 5.027995 -1.972240
H: -3.109508 5.643860 -0.416515
H: 1.637836 0.552752 -4.262742
H: 3.715383 -0.423675 -3.292835
H: 4.010958 -0.343994 -0.806274
H: 2.238868 0.651671 0.568417
O: -1.412070 -0.771925 -2.867844
C: -0.949567 -0.919858 -1.762558
O: -1.175483 -0.094345 -0.755250
C: -0.013144 -2.044127 -1.411749
C: 0.160507 -3.114667 -2.312776
C: 1.052513 -4.091973 -1.979775
C: 1.776017 -3.996377 -0.768707
C: 2.727964 -4.959541 -0.354955
C: 3.399429 -4.801363 0.821756
C: 3.154562 -3.676659 1.646430
C: 2.240292 -2.734854 1.278216
C: 1.528882 -2.876096 0.061709
N: 0.627237 -1.920452 -0.276305
H: -0.411112 -3.136872 -3.229554
H: 1.217508 -4.941696 -2.630901
H: 2.912047 -5.819712 -0.986611
H: 4.125134 -5.539809 1.134636
H: 3.696728 -3.573003 2.576919
H: 2.027815 -1.870129 1.895336
C: -3.137775 -1.556252 2.630435
C: -1.914599 -1.500902 3.540197
C: -1.188156 -0.259519 3.061559
O: -1.523800 -0.149746 1.637278
C: -2.566633 -1.125643 1.299290
H: -3.896747 -0.848576 2.958850
H: -3.578292 -2.549656 2.569834
H: -1.289332 -2.385007 3.401230
H: -2.171935 -1.425363 4.594699
H: -0.108336 -0.334095 3.138640
H: -1.527321 0.650345 3.551849
H: -2.079132 -1.955180 0.785568
H: -3.281841 -0.645358 0.639803
F: 0.465393 1.395656 1.641966
As: 1.979455 2.703524 2.711818
F: 2.092074 3.258063 1.095861
F: 1.481048 1.762906 4.029139
F: 3.137049 3.691405 3.402980
F: 3.045980 1.427439 2.287349
F: 0.615700 3.692644 2.918297
O: -3.744377 3.737909 1.185491
S: -3.289173 2.400722 1.390533
O: -4.117870 1.485313 2.094926
O: -1.840145 2.372301 1.913138
O: -2.883874 1.763274 -0.009810

Atomic forces in eV per Å
Ta -0.733 -0.370 0.565
C -0.004 0.008 -0.057
C -0.013 0.170 0.223
N 0.206 -0.073 -0.240
N -0.046 -0.167 -0.178
C -0.045 0.222 0.181
N 0.080 -0.005 0.024
S 0.121 0.132 0.077
C -0.049 0.024 0.080
C 0.013 -0.023 -0.103
C 0.045 -0.023 0.023
C -0.031 0.025 -0.019
C -0.007 0.048 -0.021
N -0.004 -0.155 -0.141
H -0.006 -0.032 0.005
H 0.010 0.012 -0.047
H -0.002 0.002 0.005
H -0.003 -0.029 -0.016
H -0.008 0.000 0.015
H -0.004 0.007 0.004
H 0.001 -0.003 -0.001
H -0.001 0.002 0.004
H 0.003 -0.016 0.056
O -0.011 0.082 0.142
C 0.045 -0.278 -0.183
O -0.077 -0.275 -0.640
C 0.038 0.042 0.132
C -0.027 0.022 -0.054
C 0.031 -0.011 0.033
C -0.017 0.045 0.023
C 0.007 -0.020 -0.024
C -0.002 0.010 0.009
C 0.016 -0.022 -0.005
C -0.020 0.027 0.006
C -0.007 -0.067 -0.071
N -0.002 0.037 0.040
H -0.002 -0.005 0.006
H -0.007 0.002 -0.004
H 0.003 -0.001 0.006
H 0.000 -0.002 -0.002
H -0.001 0.002 -0.001
H 0.007 -0.006 0.011
C -0.010 0.049 0.028
C 0.012 -0.030 0.010
C -0.020 0.066 0.037
O -0.085 -0.191 0.076
C 0.064 -0.136 0.005
H -0.002 0.009 -0.008
H -0.003 -0.001 -0.002
H -0.009 0.001 -0.006
H 0.011 0.000 0.001
H 0.030 0.015 -0.010
H -0.032 0.004 -0.017
H 0.038 0.016 -0.020
H -0.012 0.062 0.007
F 0.494 0.349 -0.158
As -0.029 -0.021 0.034
F 0.078 0.052 -0.060
F -0.045 -0.008 0.082
F -0.024 0.060 0.121
F -0.033 -0.030 -0.032
F 0.032 0.042 -0.039
O -0.010 -0.123 0.001
S -0.042 0.029 0.095
O -0.027 0.046 0.010
O 0.030 0.212 0.099
O 0.094 0.191 -0.117

[2]
Computed, not measured: CH6FN4OP3 in the gas phase, with ωB97M-V with the def2-TZVPD basis set.

Results
- <S²> = 2.016
- multiplicity = 3
- HOMO level (alpha / beta) (eV) = -6.145 / -8.863
- LUMO level (alpha / beta) (eV) = -0.196 / -2.110

Positions of all 16 atoms, in Å:
C: -1.210656 1.524801 -1.991270
N: 0.078288 -2.169958 2.268346
N: 1.969081 -0.500167 1.607383
N: -0.029017 -1.214559 -0.173377
N: 0.813225 1.468484 0.543410
O: -1.474581 1.416663 -0.623269
F: -1.448366 1.224210 1.666562
P: 0.985660 -1.887834 0.893973
P: 2.212503 1.016822 1.153867
P: -0.576442 0.672523 0.408572
H: -2.070774 2.037316 -2.561730
H: -0.921248 0.695248 -2.721966
H: -0.213412 2.217227 -2.121820
H: 0.130186 -3.095497 2.797825
H: 2.830147 -1.025844 1.802693
H: -0.909085 -1.823208 2.283999

Atomic forces in eV per Å
C 2.405 2.821 -3.664
N -2.365 -1.771 1.381
N 0.958 -2.214 -0.044
N -0.833 -0.032 -0.974
N 1.115 0.557 -0.295
O -0.948 -0.481 -1.876
F -0.125 0.465 0.389
P 1.401 -0.063 0.418
P -1.156 1.172 -0.781
P 0.133 -0.664 2.546
H 1.189 -0.580 1.462
H -0.644 -0.121 2.049
H -2.494 -1.249 0.339
H 0.102 1.776 -1.431
H -0.082 0.683 0.439
H 1.344 -0.299 0.041

[3]
Computed, not measured: a 3-piece molecular cluster, C11H19F3N2O5P overall, with ωB97M-V with the def2-TZVPD basis set.

Results
- charge = -1
- HOMO level (eV) = -4.294
- LUMO level (eV) = -0.690

Positions of all 41 atoms, in Å:
O: 0.328289 2.056481 0.757514
C: -0.285590 1.239239 -0.137953
O: -1.731604 1.438532 -0.418276
P: 0.748296 -0.088523 -1.033179
O: 0.286622 0.040200 -2.732201
C: 0.295231 -1.869831 -0.542923
C: -0.614937 -2.036813 0.803286
C: 0.219737 -2.919304 1.951999
F: 0.522660 -4.383024 1.791894
C: 0.711045 -2.256714 3.207357
F: -0.089780 -2.155956 4.460778
F: 2.090316 -1.661301 3.181165
H: 0.886305 0.728773 -3.147423
H: 1.317372 -2.461313 -0.377358
H: -0.256964 -2.380412 -1.448404
H: -1.532620 -2.739869 0.504738
H: -1.018566 -1.045443 1.273671
C: -1.797779 -0.128586 -7.564680
C: -1.286897 -0.389353 -6.175297
O: -0.137894 -0.771971 -5.963770
N: -2.136981 -0.190461 -5.128078
C: -3.510783 0.251676 -5.159840
H: -1.003023 -0.332393 -8.288454
H: -2.641471 -0.787930 -7.783923
H: -2.095083 0.918502 -7.664524
H: -1.716869 -0.387980 -4.227034
H: -3.584185 1.171096 -4.573702
H: -4.125939 -0.521000 -4.692019
H: -3.865713 0.436304 -6.174563
C: 3.017456 2.206459 4.229730
C: 2.738328 2.680104 5.628706
O: 3.259237 3.693353 6.090580
N: 1.878280 1.951958 6.396161
C: 1.168142 0.744453 6.047644
H: 3.720868 2.891772 3.747462
H: 3.467426 1.210683 4.253704
H: 2.093060 2.194143 3.646556
H: 1.743944 2.337143 7.324047
H: 0.097854 0.938977 6.152173
H: 1.460648 -0.036178 6.754294
H: 1.381564 0.414510 5.030140

Atomic forces in eV per Å
O -1.985 -4.518 -4.294
C -5.615 4.744 3.031
O 7.298 -1.710 0.871
P 1.282 0.830 -1.218
O 0.633 0.552 1.282
C -0.641 -1.108 -0.064
C 0.253 -1.988 0.350
C 0.434 1.751 2.389
F -0.694 3.226 0.490
C -1.017 -2.657 -4.105
F 3.959 0.762 -3.049
F -4.508 -0.945 2.189
H -1.001 -1.359 0.915
H -2.247 1.452 -0.413
H 1.025 0.998 1.701
H 1.809 1.702 0.905
H 0.857 -1.809 -0.955
C 0.066 0.021 -0.354
C 0.666 -0.265 0.979
O -0.504 0.172 -0.464
N 0.434 -0.224 -0.676
C 0.175 -0.017 0.413
H -0.109 0.015 0.300
H -0.062 0.201 -0.040
H -0.162 -0.126 -0.062
H 0.071 0.192 0.024
H -0.282 -0.026 -0.088
H -0.247 0.188 -0.094
H 0.140 -0.065 0.129
C 0.072 0.089 -0.149
C 0.296 0.667 0.418
O -0.202 -0.427 -0.150
N 0.365 0.328 -0.155
C -0.145 0.105 0.393
H -0.212 -0.110 0.243
H -0.173 -0.015 -0.129
H 0.109 -0.185 -0.096
H 0.024 -0.098 -0.280
H -0.029 -0.300 -0.177
H -0.152 -0.222 -0.197
H 0.017 0.179 0.189

Summary of DFT total energy in eV
-145337.2084; -39723.8842; -42366.3310
(order as listed above)
Summary of maximum force in eV/A
1.0; 5.2; 8.0
(order as listed above)